Entry from the Open Molecules 2025 dataset: a structure of composition C12H23N6O2PPt (ωB97M-V/def2-TZVPD).

Last column: natural (NBO) charge in e.
Positions of all 45 atoms, in Å:
Pt  -0.24664  0.14173  0.28620  1.305
O  -0.68943  -1.91625  -0.54306  -0.759
C  -0.11962  -2.42728  -1.78018  -0.067
C  1.30235  -2.91579  -1.59572  -0.429
C  2.15672  -1.98404  -0.73130  -0.458
C  2.39468  -0.60174  -1.26240  0.245
C  3.44888  -0.34976  -2.12457  -0.231
C  3.73850  0.94393  -2.51755  -0.096
C  2.96617  1.97893  -2.01605  -0.239
C  1.91586  1.67746  -1.18230  0.053
N  1.60942  0.41335  -0.82617  -0.521
H  -0.74242  -2.59718  0.13995  0.508
H  -0.16529  -1.57100  -2.44979  0.195
H  -0.77476  -3.19647  -2.18250  0.221
H  1.72159  -3.05148  -2.59519  0.243
H  1.32315  -3.90088  -1.12409  0.231
H  3.12390  -2.46179  -0.56924  0.254
H  1.71171  -1.87829  0.25513  0.222
H  4.05191  -1.18206  -2.46283  0.247
H  4.56600  1.14225  -3.18647  0.252
H  3.17079  3.01044  -2.26459  0.252
H  1.26927  2.44129  -0.78540  0.227
C  -0.93692  4.07053  1.72591  -1.014
P  -1.70516  3.29788  0.30935  1.946
C  -1.81382  4.50592  -0.99258  -1.012
C  -3.36591  2.81005  0.76297  -1.018
O  -0.87602  2.10383  -0.18194  -1.181
H  -1.61522  4.80165  2.16919  0.277
H  -0.02232  4.58103  1.42362  0.272
H  -0.68360  3.32559  2.47881  0.254
H  -2.37394  5.37830  -0.64877  0.278
H  -2.32379  4.07331  -1.85323  0.276
H  -0.81428  4.82370  -1.28944  0.269
H  -3.81063  3.53451  1.44628  0.277
H  -3.35593  1.83394  1.25106  0.256
H  -3.98816  2.74058  -0.12982  0.278
N  1.39165  -2.73126  4.54565  -0.567
N  0.75878  -1.70930  3.85783  0.208
N  -0.09829  -0.90720  4.44412  -0.209
C  -0.54049  -0.19325  3.42419  0.152
N  0.04778  -0.58138  2.28239  -0.399
N  0.88213  -1.56626  2.57940  -0.051
H  1.47011  -2.44792  5.51891  0.412
H  2.31135  -2.87607  4.13914  0.401
H  -1.27743  0.58794  3.51029  0.238

Force components x, y, z for each atom (eV/Å):
0.0 0.1 -0.3
-0.2 0.0 0.4
0.1 0.3 0.0
-0.1 0.0 0.0
0.1 0.0 0.0
-0.2 0.1 0.2
0.0 0.0 -0.1
0.0 -0.1 0.0
0.0 0.1 0.0
-0.2 -0.2 0.0
0.3 0.0 -0.1
0.0 -0.2 -0.2
0.0 0.0 -0.1
-0.1 -0.1 0.1
0.1 0.0 0.0
-0.1 0.0 0.0
0.0 0.1 -0.1
0.0 -0.1 0.1
0.0 0.0 0.0
0.0 0.0 0.0
0.0 0.0 0.0
0.0 0.1 0.0
0.0 0.1 0.1
-0.1 0.0 0.0
0.0 0.1 0.0
-0.1 -0.1 0.0
0.1 0.0 0.1
0.0 0.0 0.0
0.0 0.0 0.0
0.0 0.0 0.0
0.0 0.0 0.0
0.0 0.0 0.0
0.0 0.0 0.0
0.0 0.0 -0.1
0.0 0.0 0.0
0.0 0.0 0.0
0.0 0.3 -0.1
0.2 -0.3 0.2
0.0 0.0 0.0
0.0 0.0 -0.1
0.0 0.1 -0.2
-0.1 0.0 0.1
-0.1 0.0 0.0
0.0 0.0 0.0
0.0 0.0 0.0

The energy comes out at -1410.14932 Ha. The total charge is +2. Its expectation value of S² is 2.004. The calculation puts the HOMO energy (alpha / beta) at -0.574 / -0.574 Eh. The multiplicity is 3.